Density functional theory data (wB97M-V/def2-TZVPD) for C8H27B3FN8O17PS as an isolated structure.

Results
Orbital gap   0.31986 Eh
Strongest force on any atom   1.2 eV/Å
E_tot   -80321.8958 eV
HOMO level   -9.235 eV
M   621.818 g/mol

ORCA input file:
```
! RIJCOSX wB97M-V def2-TZVPD def2/J DEFGRID3
* xyz 0 1
N 2.196 -2.134 2.125
C 1.551 -2.410 0.814
B 0.023 -2.663 0.978
O -0.552 -3.529 1.886
B -1.883 -3.204 2.078
F -2.769 -4.172 2.175
O -2.290 -1.877 2.145
B -1.614 -1.159 1.204
P -1.462 0.770 1.160
S -2.750 1.755 2.256
O -0.912 -1.875 0.254
H 2.202 -1.142 2.309
H 1.712 -2.605 2.877
H 2.081 -3.213 0.309
H 1.653 -1.508 0.229
H -0.121 1.003 1.533
H -1.465 1.141 -0.195
C 4.965 1.106 -0.527
N 3.668 0.424 -0.274
O 3.051 0.720 0.726
O 3.302 -0.397 -1.089
H 5.146 1.802 0.283
H 5.730 0.338 -0.572
H 4.878 1.620 -1.479
C 2.756 -2.577 -3.305
N 3.709 -2.632 -4.446
O 3.266 -2.885 -5.546
O 4.877 -2.409 -4.198
H 1.761 -2.793 -3.672
H 3.077 -3.318 -2.580
H 2.817 -1.579 -2.887
C -2.689 -3.468 -2.098
N -1.793 -3.589 -3.278
O -2.275 -3.936 -4.329
O -0.621 -3.326 -3.094
H -3.696 -3.732 -2.396
H -2.314 -4.147 -1.338
H -2.634 -2.440 -1.757
C -5.314 5.690 3.212
N -5.371 4.213 3.378
O -6.279 3.616 2.843
O -4.496 3.702 4.042
H -6.153 5.998 2.600
H -5.365 6.129 4.204
H -4.369 5.925 2.735
C -5.199 0.499 4.577
N -5.747 -0.244 5.746
O -5.413 0.114 6.855
O -6.496 -1.169 5.510
H -4.554 1.287 4.939
H -4.647 -0.210 3.969
H -6.040 0.908 4.026
C 0.188 4.033 2.637
N 1.044 3.891 1.426
O 0.515 3.502 0.404
O 2.215 4.173 1.538
H -0.826 3.744 2.377
H 0.600 3.381 3.402
H 0.241 5.071 2.951
C 5.026 -0.384 -6.942
N 6.230 0.417 -7.294
O 6.609 0.398 -8.444
O 6.753 1.041 -6.396
H 4.668 -0.879 -7.836
H 5.319 -1.109 -6.189
H 4.282 0.304 -6.552
*
```


Density functional theory data (wB97M-V/def2-TZVPD) for C8H27ClN9O5V as an isolated structure.

Results
Orbital gap (spin up / spin down)   0.23705 / 0.27052 Eh
Strongest force on any atom   7.4 eV/Å
E_tot   -70590.7959 eV
HOMO level (spin up / spin down)   -8.368 / -8.996 eV
M   415.759 g/mol
Expectation value of S²   6.00

ORCA input file:
```
! RIJCOSX wB97M-V def2-TZVPD def2/J DEFGRID3
* xyz 0 5
V -1.723 2.652 -0.962
Cl 0.604 1.418 -0.552
C -1.767 -2.469 -2.297
C -2.641 -1.724 -1.357
C -3.890 -2.461 -1.140
O -4.734 -1.653 -0.309
C -6.079 -2.074 0.037
N -1.982 -1.472 -0.144
H -2.120 -2.299 -3.315
H -1.622 -3.548 -2.262
H -0.796 -1.975 -2.313
H -2.888 -0.706 -1.658
H -3.684 -3.478 -0.805
H -4.357 -2.664 -2.103
H -6.599 -1.151 0.294
H -6.137 -2.753 0.888
H -6.584 -2.580 -0.785
H -1.102 -1.008 -0.313
H -1.538 -2.373 -0.040
C -0.849 -0.549 2.924
O -1.929 -0.144 2.424
N 0.320 -0.511 2.364
N -0.749 -1.168 4.040
H 1.188 -0.803 2.789
H 0.377 -0.034 1.476
H 0.146 -1.512 4.358
H -1.547 -1.291 4.646
C 2.554 3.380 3.032
O 2.513 4.374 2.270
N 1.960 2.261 2.718
N 3.077 3.402 4.253
H 1.916 1.574 3.457
H 1.844 1.992 1.751
H 3.511 4.213 4.668
H 3.121 2.523 4.750
C 3.172 3.660 -2.949
O 4.105 4.243 -3.575
N 3.346 3.273 -1.763
N 1.947 3.310 -3.285
H 2.579 2.987 -1.172
H 4.212 3.579 -1.343
H 1.477 2.648 -2.685
H 1.544 3.728 -4.112
C 2.550 -2.099 -1.608
O 2.726 -3.318 -1.799
N 3.006 -1.144 -2.353
N 1.943 -1.684 -0.512
H 3.526 -1.434 -3.169
H 2.727 -0.186 -2.197
H 1.643 -2.245 0.272
H 1.685 -0.708 -0.532
*
```


Density functional theory data (wB97M-V/def2-TZVPD) for a 5-piece molecular cluster, C8H27O5 overall.

Results
Orbital gap (spin up / spin down)   0.09175 / 0.37299 Eh
Strongest force on any atom   3.4 eV/Å
E_tot   -18965.6299 eV
HOMO level (spin up / spin down)   -2.268 / -10.037 eV
M   203.299 g/mol
Expectation value of S²   0.75
Energy above the lowest of the compared OMol25 structures with the same formula, charge and spin   0.1265 eV

ORCA input file:
```
! RIJCOSX wB97M-V def2-TZVPD def2/J DEFGRID3
* xyz 0 2
O 0.738 0.843 0.028
H 0.822 0.392 -0.816
H -0.197 0.872 0.243
H 1.274 0.355 0.657
C -1.607 2.225 2.550
C -1.488 0.725 2.719
C -2.800 0.196 3.225
O -1.271 0.119 1.501
H -1.932 2.661 3.494
H -2.388 2.496 1.840
H -0.682 2.734 2.281
H -0.678 0.440 3.391
H -2.757 -0.888 3.327
H -3.527 0.513 2.477
H -3.253 0.584 4.138
H -1.393 -0.829 1.587
C 2.288 -2.218 -2.211
C 1.111 -1.384 -2.622
C -0.191 -1.817 -2.024
O 1.227 0.005 -2.393
H 2.293 -3.213 -2.657
H 2.241 -2.543 -1.172
H 3.220 -1.781 -2.571
H 1.123 -1.332 -3.711
H -0.928 -1.061 -2.294
H -0.125 -1.819 -0.936
H -0.469 -2.831 -2.313
H 0.967 0.456 -3.200
C -1.546 2.115 -2.279
O -1.523 2.021 -0.923
H -0.912 1.376 -2.770
H -2.576 1.976 -2.607
H -1.257 3.101 -2.642
H -1.814 2.843 -0.523
C 3.290 -1.083 0.980
O 1.952 -1.162 1.289
H 3.593 -0.228 0.376
H 3.712 -0.965 1.978
H 3.678 -2.044 0.643
H 1.783 -1.850 1.938
*
```


Density functional theory data (wB97M-V/def2-TZVPD) for C8H28B2KO4 as an isolated structure.

Results
Orbital gap   0.23175 Eh
Strongest force on any atom   4.8 eV/Å
E_tot   -34610.1969 eV
HOMO level   -4.746 eV
M   249.030 g/mol
Energy above the lowest of the compared OMol25 structures with the same formula, charge and spin   5.1867 eV

ORCA input file:
```
! RIJCOSX wB97M-V def2-TZVPD def2/J DEFGRID3
* xyz -1 1
K 1.767 0.219 0.970
B 4.924 -0.790 -2.348
H 4.900 -1.562 -1.594
H 3.900 -0.510 -2.537
H 5.540 0.009 -1.964
H 5.392 -1.141 -3.254
B 1.961 4.390 1.021
H 2.774 4.650 1.682
H 2.364 4.028 0.088
H 1.248 3.742 1.508
H 1.426 5.297 0.784
C -1.893 -0.648 -2.254
O -0.734 -0.154 -2.833
C -0.706 -0.075 -4.301
C -1.616 1.052 -4.905
O -3.038 0.665 -4.842
C -3.806 1.540 -5.635
H -1.529 -0.898 -1.257
H -2.202 -1.583 -2.721
H -2.672 0.111 -2.178
H -1.041 -1.068 -4.601
H 0.290 0.096 -4.710
H -1.230 1.182 -5.916
H -1.310 1.988 -4.436
H -3.404 2.553 -5.621
H -4.844 1.442 -5.315
H -3.789 1.288 -6.695
C -0.477 0.865 5.124
O -0.185 -0.391 4.641
C -1.261 -1.321 4.351
C -0.722 -2.715 4.512
O 0.394 -2.882 3.600
C 1.477 -3.556 4.292
H 0.402 1.452 5.391
H -1.144 0.833 5.986
H -0.935 1.508 4.373
H -1.658 -1.114 3.358
H -1.979 -1.085 5.136
H -1.477 -3.418 4.160
H -0.443 -2.906 5.548
H 1.776 -2.940 5.141
H 2.363 -3.587 3.658
H 1.197 -4.565 4.593
*
```


Density functional theory data (wB97M-V/def2-TZVPD) for C8H28BBaN3O15P2 as an isolated structure.

Results
Orbital gap   0.07494 Eh
Strongest force on any atom   5.4 eV/Å
E_tot   -63865.1372 eV
HOMO level   -6.725 eV
M   616.406 g/mol

ORCA input file:
```
! RIJCOSX wB97M-V def2-TZVPD def2/J DEFGRID3
* xyz 0 1
Ba 5.385 8.221 -0.386
B 1.349 8.469 -2.592
H 2.208 8.105 -3.135
H 0.584 8.189 -3.299
H 1.343 7.994 -1.623
H 1.562 9.519 -2.468
N 1.546 3.743 2.933
O 0.790 2.862 2.456
O 2.182 4.499 2.222
O 1.498 3.910 4.148
C -5.081 2.925 1.384
N -5.310 3.193 2.859
O -5.222 2.284 3.678
O -5.643 4.330 3.226
H -4.514 2.005 1.246
H -4.692 3.864 0.992
H -5.984 2.562 0.893
C 1.861 -3.092 -0.798
N 1.398 -4.001 -1.893
O 2.201 -4.520 -2.643
O 0.190 -4.269 -1.997
H 2.204 -3.718 0.026
H 1.030 -2.407 -0.634
H 2.694 -2.519 -1.206
C -0.565 0.684 -8.181
O -0.382 2.059 -8.193
P 1.019 2.733 -7.704
O 1.071 4.227 -7.802
O 1.258 2.144 -6.220
C 0.748 2.740 -5.043
O 2.230 1.982 -8.516
C 2.988 2.800 -9.409
H -0.896 0.401 -9.180
H -1.355 0.301 -7.535
H 0.317 0.131 -7.859
H -0.129 3.287 -5.389
H 1.458 3.268 -4.407
H 0.269 2.006 -4.395
H 3.172 2.343 -10.382
H 3.973 3.052 -9.018
H 2.555 3.789 -9.559
C 0.136 -3.425 7.105
O -0.653 -4.271 7.845
P -0.534 -5.891 7.702
O 0.728 -6.427 7.188
O -0.972 -6.448 9.195
C -0.612 -7.743 9.547
O -1.848 -6.246 6.849
C -1.788 -6.370 5.394
H 0.451 -3.876 6.165
H 0.976 -3.154 7.745
H -0.336 -2.529 6.703
H -0.053 -7.816 10.480
H 0.038 -8.201 8.802
H -1.507 -8.347 9.693
H -0.958 -7.039 5.171
H -1.700 -5.450 4.816
H -2.680 -6.861 5.004
*
```


Density functional theory data (wB97M-V/def2-TZVPD) for C8H28BCoO8 as an isolated structure.

Results
Orbital gap (spin up / spin down)   0.31681 / 0.30881 Eh
Strongest force on any atom   8.4 eV/Å
E_tot   -63406.1942 eV
HOMO level (spin up / spin down)   -12.080 / -12.111 eV
M   322.049 g/mol
Expectation value of S²   3.76

ORCA input file:
```
! RIJCOSX wB97M-V def2-TZVPD def2/J DEFGRID3
* xyz 1 4
Co 0.634 -0.254 1.462
B -0.135 0.048 -0.167
H 0.939 -0.059 -0.185
H -0.614 -0.224 -1.094
H -0.556 -0.603 0.583
H -0.348 1.091 0.010
C 1.128 0.263 -2.955
C 1.292 1.607 -2.183
O 0.063 1.812 -1.648
O 1.208 -0.855 -2.066
H 1.938 0.048 -3.652
H 0.234 0.324 -3.575
H 1.561 2.429 -2.845
H 2.202 1.557 -1.584
H -0.091 1.176 -0.945
H 0.550 -0.678 -1.390
C -0.072 2.068 1.647
C -0.951 1.223 2.605
O -0.984 -0.132 2.181
O 1.162 1.439 1.368
H 0.157 3.057 2.044
H -0.517 2.307 0.680
H -1.961 1.586 2.798
H -0.345 1.220 3.510
H -1.819 -0.493 2.489
H 1.808 2.087 1.079
C -3.118 -1.016 -1.104
C -2.908 -0.575 0.302
O -2.355 0.707 0.251
O -1.858 -1.354 -1.725
H -3.686 -0.246 -1.627
H -3.653 -1.964 -1.150
H -2.267 -1.226 0.897
H -3.791 -0.447 0.929
H -1.412 0.533 0.303
H -1.205 -0.739 -1.384
C 2.737 -1.387 0.842
C 1.519 -2.052 0.140
O 0.360 -1.989 0.978
O 2.386 0.010 1.077
H 3.618 -1.380 0.200
H 3.018 -1.833 1.797
H 1.713 -3.104 -0.069
H 1.375 -1.723 -0.889
H -0.120 -2.805 0.819
H 3.165 0.544 1.247
*
```


Density functional theory data (wB97M-V/def2-TZVPD) for a 7-piece molecular cluster, C8H28NO9 overall.

Results
Orbital gap   0.36772 Eh
Strongest force on any atom   1.2 eV/Å
E_tot   -28665.3946 eV
HOMO level   -6.810 eV
M   282.310 g/mol

ORCA input file:
```
! RIJCOSX wB97M-V def2-TZVPD def2/J DEFGRID3
* xyz -1 1
N 15.940 1.909 -18.850
O 16.248 3.058 -18.465
O 16.081 1.566 -20.036
O 15.462 1.082 -18.029
C 16.024 0.128 -14.681
O 14.907 0.047 -15.558
H 16.670 -0.741 -14.842
H 16.555 1.079 -14.760
H 15.638 0.064 -13.658
H 15.182 0.385 -16.429
C 13.248 -1.251 -18.668
O 14.588 -1.526 -19.055
H 12.899 -0.318 -19.113
H 12.597 -2.046 -19.043
H 13.164 -1.258 -17.578
H 15.051 -0.677 -19.087
C 12.925 4.731 -19.058
O 13.732 5.218 -18.008
H 13.154 5.235 -20.008
H 13.046 3.657 -19.238
H 11.872 4.910 -18.837
H 14.568 4.740 -18.053
C 15.294 4.022 -22.139
O 15.829 2.815 -22.621
H 14.379 3.851 -21.567
H 16.033 4.613 -21.587
H 15.013 4.663 -22.983
H 16.149 2.326 -21.850
C 18.819 2.791 -16.570
O 17.597 3.180 -15.990
H 19.611 3.225 -15.959
H 18.932 1.697 -16.562
H 18.942 3.114 -17.608
H 16.898 3.116 -16.663
C 19.767 -1.173 -18.239
C 18.308 -0.943 -18.607
C 18.006 -1.386 -20.041
O 17.552 -1.706 -17.660
H 19.910 -0.799 -17.225
H 20.432 -0.695 -18.957
H 19.935 -2.250 -18.251
H 18.045 0.114 -18.503
H 18.339 -2.387 -20.303
H 18.495 -0.633 -20.667
H 16.929 -1.302 -20.186
H 16.625 -1.509 -17.856
*
```


Density functional theory data (wB97M-V/def2-TZVPD) for C8H28O10Zn as an isolated structure.

Results
Orbital gap (spin up / spin down)   0.39506 / 0.16444 Eh
Strongest force on any atom   4.4 eV/Å
E_tot   -77611.4131 eV
HOMO level (spin up / spin down)   -18.878 / -18.877 eV
M   349.692 g/mol
Expectation value of S²   0.76

ORCA input file:
```
! RIJCOSX wB97M-V def2-TZVPD def2/J DEFGRID3
* xyz 3 2
Zn 0.178 0.822 1.143
O 0.519 -2.819 3.469
H 0.331 -2.271 2.703
H 1.275 -2.536 3.988
H 0.791 -3.645 3.062
O 0.274 -1.014 1.621
H 0.396 -1.461 0.761
C -1.509 3.252 1.348
C -1.718 2.447 2.632
O -1.604 0.993 2.427
O -0.119 3.166 0.944
H -1.766 4.299 1.514
H -2.247 3.109 0.558
H -2.682 2.729 3.054
H -0.922 2.774 3.302
H -2.007 0.506 3.150
H 0.160 3.865 0.349
C 0.353 -2.116 -4.342
C 1.171 -2.259 -3.034
O 0.646 -1.526 -1.943
O 1.240 -1.495 -5.313
H -0.647 -1.701 -4.213
H 0.176 -3.094 -4.790
H 2.222 -1.986 -3.126
H 1.314 -3.309 -2.779
H -0.288 -1.749 -1.912
H 1.641 -2.123 -5.918
C -2.386 0.460 -0.463
C -2.672 -0.805 -1.378
O -1.909 -1.965 -1.087
O -1.011 0.899 -0.528
H -2.720 0.259 0.554
H -3.067 1.188 -0.904
H -2.583 -0.408 -2.389
H -3.706 -1.148 -1.342
H -2.424 -2.355 -0.377
H -0.787 1.159 -1.425
C 2.943 0.486 0.556
C 2.738 1.717 1.547
O 1.664 1.396 2.463
O 1.708 0.304 -0.243
H 3.055 -0.504 1.000
H 3.807 0.626 -0.095
H 2.656 2.699 1.081
H 3.692 1.631 2.066
H 1.968 1.828 3.265
H 1.857 -0.322 -0.955
*
```


Density functional theory data (wB97M-V/def2-TZVPD) for C8H30B2CdCrF2N2O2 as an isolated structure.

Results
Orbital gap (spin up / spin down)   0.17571 / 0.24066 Eh
Strongest force on any atom   5.9 eV/Å
E_tot   -55617.0337 eV
HOMO level (spin up / spin down)   -12.211 / -12.220 eV
M   410.368 g/mol
Expectation value of S²   3.82

ORCA input file:
```
! RIJCOSX wB97M-V def2-TZVPD def2/J DEFGRID3
* xyz 1 4
Cr 1.882 -0.162 -0.486
Cd 1.178 -3.393 1.749
F 3.771 -0.784 0.060
F 1.148 -1.707 0.660
B 2.739 -4.594 0.941
H 2.058 -4.383 0.131
H 3.641 -5.014 0.525
H 2.967 -3.719 1.530
H 2.233 -5.333 1.543
B -0.667 -4.364 1.928
H -0.294 -4.761 0.996
H -0.698 -3.306 1.719
H -1.667 -4.643 2.223
H 0.010 -4.491 2.758
C -1.869 -0.164 0.197
C -1.125 -0.596 -1.121
C -2.186 -0.463 -2.291
O -2.545 0.886 -2.446
C -3.600 1.126 -3.295
N -0.023 0.349 -1.245
H -2.567 -0.915 0.566
H -2.298 0.831 0.077
H -1.219 -0.183 1.071
H -0.739 -1.616 -1.124
H -3.038 -1.131 -2.163
H -1.698 -0.803 -3.205
H -4.325 0.319 -3.397
H -3.304 1.390 -4.311
H -4.148 2.012 -2.976
H 0.061 0.336 -2.252
H -0.471 1.231 -1.043
C 3.071 3.103 0.506
C 1.682 2.637 0.873
C 0.699 3.241 -0.157
O -0.580 2.696 -0.062
C -1.342 3.182 1.089
N 1.657 1.195 1.003
H 3.703 2.618 1.250
H 3.327 4.148 0.681
H 3.345 2.802 -0.505
H 1.422 3.010 1.864
H 0.914 3.027 -1.204
H 0.606 4.325 -0.228
H -0.856 2.952 2.037
H -2.355 2.781 1.116
H -1.595 4.241 1.136
H 0.795 1.111 1.524
H 2.298 0.975 1.753
*
```


Density functional theory data (wB97M-V/def2-TZVPD) for C8H30B2N2O2Pt as an isolated structure.

Results
Orbital gap (spin up / spin down)   0.34569 / 0.24247 Eh
Strongest force on any atom   4.8 eV/Å
E_tot   -20440.1991 eV
HOMO level (spin up / spin down)   -12.206 / -12.848 eV
M   403.042 g/mol
Expectation value of S²   3.76

ORCA input file:
```
! RIJCOSX wB97M-V def2-TZVPD def2/J DEFGRID3
* xyz 1 4
Pt -0.436 0.690 -0.120
B -1.248 1.200 -2.286
H -0.769 2.004 -1.749
H -1.687 0.539 -1.555
H -1.936 1.627 -2.999
H -0.461 0.689 -2.818
B -1.247 2.364 1.137
H -0.334 2.593 0.608
H -1.984 2.236 0.359
H -1.106 1.435 1.667
H -1.515 3.160 1.814
C 2.815 0.057 2.680
C 1.890 0.591 1.614
C 2.679 0.905 0.311
O 1.651 1.352 -0.615
C 2.177 2.150 -1.657
N 0.807 -0.324 1.455
H 2.324 -0.135 3.634
H 3.630 0.777 2.757
H 3.356 -0.811 2.303
H 1.321 1.449 1.973
H 3.174 0.030 -0.110
H 3.376 1.715 0.523
H 2.410 3.113 -1.202
H 1.487 2.432 -2.452
H 3.064 1.755 -2.153
H 1.233 -1.238 1.385
H 0.335 -0.357 2.348
C -3.037 -2.706 0.926
C -1.830 -1.818 0.551
C -1.220 -2.212 -0.808
O -0.096 -1.299 -1.094
C 0.562 -1.699 -2.286
N -2.239 -0.408 0.583
H -2.855 -3.780 0.883
H -3.836 -2.524 0.208
H -3.510 -2.394 1.858
H -1.004 -2.076 1.214
H -1.783 -2.046 -1.727
H -0.827 -3.223 -0.699
H 1.085 -2.653 -2.225
H 1.373 -1.010 -2.526
H -0.100 -1.631 -3.149
H -2.652 -0.153 1.469
H -3.041 -0.368 -0.029
*
```